Here is a 7-piece molecular cluster, C49H52F3N2O3 overall at a distorted geometry from OMol25. Energies are from the ωB97M-V functional and the def2-TZVPD basis.

- HOMO: -0.172 Eh
- 2S+1: 1
- Charge: -1
- Orbital gap: 6.748 eV

Atoms and positions in Å:
C1 2.7459 -1.3493 -0.1659
C2 1.4498 -0.4698 -0.1244
C3 0.1818 -1.3248 -0.6291
N1 0.6333 -2.7325 -0.7540
C4 0.3714 -3.2427 -2.1063
C5 0.1305 -3.6208 0.3045
C6 0.2535 -2.9906 1.7469
O1 -0.2548 -3.8673 2.7885
C7 0.2039 -3.5176 4.0041
F1 0.2275 -2.1825 4.2426
F2 1.4264 -4.0867 4.2592
F3 -0.6528 -4.0527 4.9314
C8 -1.3914 -3.9159 0.0310
O2 -1.8357 -4.8338 -0.6736
O3 -2.2216 -3.1245 0.6448
C9 1.0505 -4.9563 0.3065
C10 0.4402 -6.1677 0.7992
C11 1.1996 -7.3912 0.8312
C12 2.5622 -7.2110 0.3785
C13 2.9940 -5.9319 -0.0360
N2 2.3210 -4.7482 -0.1360
H1 2.9282 -1.7903 -1.1708
H2 3.6545 -0.7158 0.0497
H3 2.7370 -2.1165 0.6414
H4 1.3076 -0.0697 0.9094
H5 1.6329 0.3825 -0.8221
H6 -0.0414 -0.9150 -1.6477
H7 -0.7155 -1.1749 0.0121
H8 -0.6123 -2.8257 -2.4627
H9 1.1709 -2.9362 -2.8347
H10 0.2763 -4.3465 -2.1782
H11 -0.3106 -2.0383 1.8610
H12 1.3330 -2.8114 1.9939
H13 -0.6188 -6.1660 1.1543
H14 0.7814 -8.3438 1.1963
H15 3.2659 -8.0645 0.3727
H16 4.0680 -5.8651 -0.3398
C14 -4.8087 -8.2360 2.9708
C15 -3.6695 -8.7907 3.5400
C16 -2.5022 -8.0419 3.6283
C17 -2.4766 -6.7340 3.1567
C18 -3.6182 -6.1778 2.5924
C19 -4.7821 -6.9304 2.4947
H17 -5.7186 -8.8214 2.8981
H18 -3.6906 -9.8085 3.9138
H19 -1.6106 -8.4775 4.0654
H20 -1.5685 -6.1470 3.2258
H21 -3.5983 -5.1556 2.2274
H22 -5.6699 -6.4980 2.0487
C20 6.5268 -3.5490 0.3528
C21 5.5903 -3.4524 1.3751
C22 6.0091 -3.4836 2.7000
C23 7.3606 -3.6022 3.0015
C24 8.2948 -3.6953 1.9782
C25 7.8779 -3.6728 0.6537
H23 6.2021 -3.5279 -0.6811
H24 4.5380 -3.3549 1.1351
H25 5.2804 -3.4143 3.4991
H26 7.6851 -3.6218 4.0354
H27 9.3493 -3.7862 2.2134
H28 8.6062 -3.7507 -0.1452
C26 3.3081 4.1883 -1.9986
C27 2.2872 3.2614 -2.1676
C28 1.0246 3.5147 -1.6454
C29 0.7815 4.6993 -0.9626
C30 1.8012 5.6283 -0.7965
C31 3.0656 5.3713 -1.3109
H29 4.2937 3.9890 -2.4031
H30 2.4758 2.3400 -2.7058
H31 0.2297 2.7889 -1.7711
H32 -0.2041 4.8984 -0.5598
H33 1.6101 6.5535 -0.2646
H34 3.8624 6.0933 -1.1771
C32 -2.5866 4.9792 1.2019
C33 -2.5723 3.6262 0.8829
C34 -3.6731 2.8306 1.1760
C35 -4.7923 3.3901 1.7793
C36 -4.8077 4.7445 2.0952
C37 -3.7038 5.5376 1.8106
H35 -1.7266 5.5991 0.9764
H36 -1.7018 3.1905 0.4058
H37 -3.6591 1.7747 0.9333
H38 -5.6529 2.7710 2.0033
H39 -5.6819 5.1812 2.5645
H40 -3.7143 6.5917 2.0618
C38 -7.8129 5.0136 -0.0935
C39 -9.0370 5.2306 -0.7141
C40 -9.1196 5.2505 -2.1006
C41 -7.9791 5.0438 -2.8667
C42 -6.7560 4.8232 -2.2457
C43 -6.6715 4.8121 -0.8589
H41 -7.7481 5.0014 0.9884
H42 -9.9277 5.3851 -0.1161
H43 -10.0732 5.4262 -2.5845
H44 -8.0440 5.0544 -3.9485
H45 -5.8668 4.6602 -2.8434
H46 -5.7181 4.6457 -0.3747
C44 4.0998 9.3768 -5.4685
C45 3.1539 9.6858 -4.4990
C46 2.5666 8.6716 -3.7525
C47 2.9324 7.3487 -3.9688
C48 3.8808 7.0404 -4.9357
C49 4.4618 8.0535 -5.6886
H47 4.5554 10.1676 -6.0530
H48 2.8734 10.7183 -4.3256
H49 1.8238 8.9120 -3.0007
H50 2.4786 6.5600 -3.3851
H51 4.1670 6.0084 -5.1031
H52 5.1977 7.8119 -6.4465